Density functional theory data (ωB97M-V/def2-TZVPD) for a cluster of 3 separate species, C4H14N4 in total in a non-equilibrium geometry.

energy relative to the best compared isomer or geometry (same formula, charge and spin)	426.31	kJ/mol
total energy	-379.6714	hartree
HOMO energy (alpha / beta)	-6.0 / -6.0	eV

Atoms and positions in Å:
C: 0.458 -0.002 -0.224
C: -0.810 0.006 0.459
C: 1.443 -0.091 1.663
C: -1.086 0.087 -1.886
N: -1.337 -1.162 0.886
N: -1.323 1.176 0.892
N: 0.922 -1.280 -0.692
N: 1.023 1.272 -0.565
H: -0.929 -1.977 0.447
H: -2.047 1.189 1.589
H: 1.777 -1.556 -0.227
H: 0.818 1.568 -1.511
H: -2.310 -1.201 1.139
H: -0.691 1.964 0.838
H: 1.060 -1.270 -1.695
H: 2.027 1.280 -0.431
H: 1.197 0.800 2.237
H: 1.130 -0.997 2.180
H: 2.512 -0.125 1.440
H: -0.457 0.001 -2.775
H: -1.793 -0.741 -1.888
H: -1.583 1.055 -1.878